19
Properties=species:S:1:pos:R:3:mulliken_charge:R:1 method="wB97M-V/def2-TZVPD" charge=0 de_lowest_ev=5.258
H -0.887 1.771 0.803 0.27
H 0.349 -0.449 1.980 0.26
H -0.804 -2.011 -1.393 0.28
C 1.007 -0.515 1.109 -0.87
H -0.026 1.706 -0.737 0.26
C -0.876 1.292 -0.182 -1.37
C -1.900 -1.090 0.321 -0.67
O 1.675 0.650 1.004 -0.20
H -1.679 -1.942 0.963 0.26
H -1.966 -0.687 -1.881 0.26
H 0.382 -0.827 0.109 0.51
H 3.306 -0.273 0.124 0.32
H -2.879 -0.645 0.491 0.27
H 2.241 0.627 -0.991 0.29
H 3.297 1.523 0.138 0.23
C 2.690 0.623 0.011 -0.59
C -1.367 -1.130 -1.087 -0.84
H -1.792 1.578 -0.716 0.44
C -0.772 -0.200 -0.068 0.89